w) ORCA calculation (the ωB97M-V functional and the def2-TZVPD basis) on one molecule with the formula C2H6FN3.

Results
SMILES string: [H]/N=C(\CF)NN
Lowest unoccupied orbital energy in eV: 0.755
Net charge: 0

Positions of all 12 atoms, in Å:
C -0.040 0.489 -0.008
C -0.745 -0.832 -0.011
H 2.161 -1.204 -0.828
H 1.989 -1.311 0.836
H 1.672 1.356 -0.199
H -1.548 1.677 0.094
H -0.460 -1.450 -0.884
H -0.460 -1.394 0.933
N 2.082 -0.665 0.016
N 1.323 0.456 0.013
N -0.515 1.658 0.013
F -2.097 -0.640 -0.014

x) ORCA calculation (the ωB97M-V functional and the def2-TZVPD basis) on one molecule with the formula C2H6FN3.

Results
SMILES string: [H]/N=C(\CF)NN
Lowest unoccupied orbital energy in eV: 0.914
Net charge: 0

Positions of all 12 atoms, in Å:
C 0.203 0.196 0.034
C 1.488 -0.614 0.056
H -2.463 0.453 0.775
H -2.048 0.854 -0.675
H -0.885 -1.438 -0.382
H 1.059 1.869 0.035
H 1.532 -1.346 -0.771
H 1.559 -1.149 0.998
N -2.184 0.040 -0.101
N -0.937 -0.576 0.075
N 0.118 1.469 0.037
F 2.560 0.242 -0.082

Which structure is the most stable? The one labeled x).